[1]
18
Properties=species:S:1:pos:R:3:nbo_charge:R:1 method="wB97M-V/def2-TZVPD" gap_ev="8.7 / 8.7" lumo_ev="-4.916 / -4.916" e_above_lowest_kcal_mol=144.1 charge=+1 homo_ev="-13.62 / -13.62"
H -0.25 -1.79 1.54 0.254
N 1.23 0.32 -0.24 0.175
H 1.37 2.08 0.63 0.437
N 0.65 1.30 0.39 -0.197
N -0.66 1.23 0.72 -0.271
H -2.93 0.84 -0.53 0.235
H 0.12 -1.26 -1.22 0.268
N 2.40 0.25 -0.74 -0.334
C 0.57 -1.74 0.82 -0.617
C 0.20 -0.74 -0.23 0.069
H 1.38 -1.24 1.38 0.215
N -1.05 0.01 0.05 -0.269
H 3.09 1.08 -0.63 0.382
H -2.29 -0.40 -1.54 0.209
H -0.93 1.17 1.77 0.403
C -2.05 0.40 -1.01 -0.398
H 0.83 -2.66 0.58 0.247
H -1.68 1.14 -1.74 0.194

[2]
10
Properties=species:S:1:pos:R:3:nbo_charge:R:1 method="wB97M-V/def2-TZVPD" gap_ev=4.6 lumo_ev=2.673 e_above_lowest_kcal_mol=26.5 charge=-1 homo_ev=-1.92
C -4.52 3.99 0.20 -0.848
H -4.73 4.11 -0.82 0.211
S 2.90 -3.39 -0.21 -0.753
H -4.76 2.98 0.61 0.217
H 5.36 -3.80 0.73 0.171
C 4.65 -4.08 -0.17 -0.772
H -5.18 4.71 0.76 0.203
H 5.29 -3.66 -0.97 0.159
H -3.50 4.26 0.49 0.217
H 4.49 -5.11 -0.62 0.194

[3]
15
Properties=species:S:1:pos:R:3:nbo_charge:R:1 method="wB97M-V/def2-TZVPD" gap_ev=9.1 lumo_ev=1.084 e_above_lowest_kcal_mol=81.3 homo_ev=-7.98
C 1.77 0.11 0.19 -0.283
C -1.99 0.43 0.31 0.004
C 1.17 1.42 -0.27 -0.266
N -0.20 -0.52 -0.80 -0.298
H -2.92 0.54 0.84 0.202
C 0.94 -0.89 -0.10 -0.029
H -1.53 -1.70 0.36 0.210
H 2.74 0.05 0.64 0.221
C -1.52 -0.86 -0.34 -0.298
H 1.10 -1.94 0.11 0.214
H -2.15 -1.10 -1.20 0.207
N -1.19 1.40 0.12 -0.205
N -0.18 1.07 -0.67 -0.104
H 1.70 1.81 -1.14 0.203
H 1.16 2.18 0.52 0.221

[4]
75
Properties=species:S:1:pos:R:3:mulliken_charge:R:1 method="wB97M-V/def2-TZVPD" gap_ev=6.4 lumo_ev=1.859 charge=-1 homo_ev=-4.56
Br 5.39 -4.35 -1.36 -0.130
H -0.27 2.19 -1.26 0.455
Br 3.62 5.23 6.55 -0.125
H 2.39 4.04 -7.03 0.368
H -2.39 -3.47 1.14 0.420
C -3.78 -1.92 0.55 -0.676
H 2.17 5.06 8.55 0.355
Br 2.49 4.42 2.16 -0.164
H 1.49 4.12 7.21 0.343
H 2.82 -0.05 -3.18 0.446
C -6.30 -0.84 -4.26 -0.154
C -1.08 0.33 0.59 -0.468
C 1.86 2.26 3.94 -0.532
H -0.02 3.06 -7.17 0.351
H -0.58 -0.42 4.20 0.175
H -4.69 -2.54 0.65 0.405
Br 1.88 0.81 2.65 -0.038
Ga -1.21 -1.19 1.97 -0.090
H -1.55 -0.75 -2.20 0.257
C 2.59 -2.33 -1.64 -1.405
H -2.03 0.40 0.05 0.391
Br 3.55 -4.20 1.82 -0.103
C 0.78 -0.94 -0.62 0.551
H 4.06 -6.58 1.44 0.362
O -2.39 -0.42 -2.55 -0.510
C 4.06 -5.74 0.75 -0.668
Br 1.60 1.20 -7.10 -0.124
H 2.67 -2.70 -2.67 0.402
H 3.29 -5.88 0.01 0.377
H -5.42 -0.74 -3.63 -0.123
H -6.05 -1.41 -5.15 0.437
C -3.43 -0.77 -1.73 0.616
H -1.94 0.39 3.70 0.201
C 0.29 1.26 -1.33 -0.846
H 2.13 -3.08 -0.98 0.270
H 1.17 4.86 -6.04 0.339
H 2.41 2.74 9.20 0.338
H 1.04 4.23 4.15 0.329
H -3.25 -2.70 2.47 0.342
Br -8.20 0.43 -5.99 -0.192
H 6.16 -5.17 0.86 0.362
H -4.10 -0.90 0.79 0.387
H -3.96 -2.79 -1.47 0.283
C 1.69 3.92 -6.20 -0.592
H 5.80 -6.51 -0.25 0.333
C 1.79 -1.04 -1.57 0.527
C 1.25 3.50 3.36 -0.565
H 0.20 2.50 -5.50 0.343
H -0.91 1.29 1.11 0.141
C 2.39 4.33 7.77 -0.594
H 0.35 3.31 2.79 0.345
H 1.26 1.89 4.77 0.258
N -1.51 -0.52 3.80 -0.552
H 1.49 1.97 -2.98 -0.106
Br 2.76 3.64 -4.60 -0.110
C -6.87 0.51 -4.56 -0.589
H -7.36 0.97 -3.71 0.393
H -6.10 1.18 -4.94 0.367
Br 3.04 1.64 7.08 -0.100
O -4.37 0.00 -1.65 -0.632
C -2.72 -2.49 1.52 -1.052
H 0.62 -1.82 -0.01 -0.200
H 0.15 -2.09 2.10 -0.327
H 3.57 -2.13 -1.19 0.271
H 2.89 2.40 4.28 0.343
C 3.01 3.10 8.37 -0.561
C -3.33 -2.06 -0.94 -0.504
C 0.02 0.20 -0.46 -0.196
H 4.03 3.25 8.70 0.363
C 2.04 0.01 -2.42 -0.639
C 0.71 2.79 -6.41 -0.578
H -2.32 -2.50 -0.96 0.461
C 1.26 1.16 -2.29 0.215
C 5.43 -5.57 0.15 -0.541
Br -7.54 -1.93 -3.22 -0.136

[5]
12
Properties=species:S:1:pos:R:3:nbo_charge:R:1 method="wB97M-V/def2-TZVPD" gap_ev=10.6 lumo_ev=0.335 e_above_lowest_kcal_mol=43.6 homo_ev=-10.30
C -0.43 -0.15 0.56 0.121
H 1.58 2.24 -0.65 0.216
C -0.74 -2.77 0.28 0.369
C -0.01 1.25 0.51 -0.494
H 1.16 0.60 -1.20 0.225
C 0.76 1.53 -0.80 -0.597
H -0.87 1.92 0.61 0.235
C -0.61 -1.34 0.49 -0.176
H 0.09 1.95 -1.56 0.213
H -1.68 -3.24 0.64 0.134
O 0.12 -3.43 -0.26 -0.487
H 0.63 1.44 1.39 0.241

[6]
18
Properties=species:S:1:pos:R:3:nbo_charge:R:1 method="wB97M-V/def2-TZVPD" gap_ev="8.5 / 6.8" lumo_ev="-5.358 / -4.911" e_above_lowest_kcal_mol=172.8 charge=+1 homo_ev="-13.83 / -11.71"
N -3.40 0.29 0.02 -0.128
H -2.13 1.93 -0.05 0.436
N 0.60 1.62 -0.48 -0.752
C -3.17 -0.98 -0.25 -0.037
C -1.75 -1.17 -0.33 -0.010
H 1.61 1.71 -0.54 0.429
H -1.30 -2.10 -0.56 0.274
H 3.05 -1.46 -0.10 0.233
H 0.50 0.25 2.34 0.002
C 2.36 -0.75 -0.42 -0.303
N -2.27 0.95 0.08 -0.129
H 0.69 -1.26 0.68 0.206
H 0.18 2.44 -0.10 0.390
N -1.23 0.11 -0.12 -0.131
C 1.11 -0.59 0.05 -0.281
H 2.72 -0.09 -1.20 0.197
C 0.10 0.46 -0.03 0.346
H -3.82 -1.80 -0.34 0.258

[7]
13
Properties=species:S:1:pos:R:3:nbo_charge:R:1 method="wB97M-V/def2-TZVPD" gap_ev=9.9 lumo_ev=1.000 e_above_lowest_kcal_mol=57.7 homo_ev=-8.91
H 1.11 -0.41 1.78 0.215
C -0.94 -0.23 1.11 0.119
O -2.01 0.57 0.76 -0.700
C 0.08 -0.62 -0.16 -0.289
H 1.66 -0.09 -1.56 0.220
H -1.92 0.53 -0.20 0.478
H 0.28 -1.68 -0.25 0.211
H -1.23 -0.77 2.04 0.193
H 0.48 1.19 -1.47 0.208
C 0.49 0.12 1.07 -0.466
H 0.15 -0.25 -2.43 0.211
H 0.73 1.17 0.92 0.216
C 0.56 0.10 -1.48 -0.617